P:
ORCA calculation (ωB97M-V/def2-TZVPD) on a 8-piece molecular cluster, C5H24NO9 overall.

```
! RIJCOSX wB97M-V def2-TZVPD def2/J DEFGRID3
* xyz 0 2
C -2.882 -1.136 -1.012
C -1.457 -1.699 -0.977
N -0.596 -0.996 -0.045
C 1.340 -1.280 1.464
C 0.725 -1.551 0.067
C 1.680 -0.977 -1.058
O 2.726 -1.589 -1.181
O 1.227 -0.116 -1.862
H -2.904 -0.067 -0.781
H -3.445 -1.615 -0.215
H -3.215 -1.175 -2.041
H -1.406 -2.760 -0.730
H -1.009 -1.671 -1.981
H -0.421 -0.001 -0.191
H 2.230 -1.906 1.489
H 1.544 -0.216 1.562
H 0.673 -1.599 2.263
H 0.707 -2.625 -0.056
H -2.899 0.215 1.879
H -2.246 1.271 2.751
O -2.953 0.612 2.742
H -0.147 2.542 1.307
H -1.494 1.873 1.168
O -1.071 2.557 1.663
H -0.148 1.023 -2.060
H -0.330 2.514 -1.974
O -0.680 1.689 -1.616
H 1.902 1.504 -2.301
H 3.009 2.454 -2.107
O 2.071 2.455 -2.359
H 1.461 3.024 -0.202
H 0.757 1.690 -0.227
O 1.296 2.258 0.362
H 3.496 0.143 -2.187
H 4.486 0.159 -1.150
O 4.148 0.759 -1.825
H -1.449 -2.139 3.364
H -2.593 -1.386 4.025
O -2.134 -2.236 4.032
*
```

The calculation puts the lowest unoccupied orbital energy (alpha / beta) at 0.13 / -4.54 eV. The calculation puts the HOMO energy (alpha / beta) at -11.04 / -10.91 eV. Its gap between HOMO and LUMO (alpha / beta) is 11.16 / 6.37 eV.

Q:
ORCA calculation (ωB97M-V/def2-TZVPD) on a 8-piece molecular cluster, C5H24NO9 overall.

```
! RIJCOSX wB97M-V def2-TZVPD def2/J DEFGRID3
* xyz 0 2
C -3.467 0.661 -2.406
C -2.099 0.816 -1.753
C -2.104 0.108 -0.363
C -1.552 -1.312 -0.519
C -0.009 -1.238 -0.692
O 0.588 -2.015 -1.403
O 0.484 -0.266 0.012
N -1.763 2.238 -1.745
H -3.741 1.532 -3.002
H -3.583 -0.182 -3.094
H -4.332 0.530 -1.747
H -1.323 0.344 -2.357
H -3.089 0.140 0.088
H -1.375 0.652 0.212
H -1.934 -1.957 -1.307
H -1.669 -1.885 0.409
H -2.330 2.810 -1.121
H -0.831 2.319 -1.343
H 2.329 -1.026 -3.992
H 1.852 -1.498 -2.615
O 2.563 -1.613 -3.267
H 3.272 2.347 -0.217
H 1.914 2.975 -0.466
O 2.579 2.855 0.220
H -2.371 0.843 2.163
H -0.818 1.294 2.220
O -1.697 1.369 2.591
H 3.681 -0.411 1.228
H 3.885 -1.769 0.471
O 4.218 -1.206 1.179
H 2.389 1.884 2.373
H 1.289 0.757 2.126
O 1.666 1.376 2.750
H 0.541 -1.948 1.326
H 1.752 -2.752 0.772
O 1.273 -2.519 1.572
H 0.938 -1.797 3.304
H 1.607 -0.776 4.184
O 1.266 -1.679 4.204
*
```

The calculation puts the lowest unoccupied orbital energy (alpha / beta) at -0.25 / -4.98 eV. The calculation puts the HOMO energy (alpha / beta) at -10.48 / -10.47 eV. Its gap between HOMO and LUMO (alpha / beta) is 10.23 / 5.49 eV.

Which of them is most stable, and which least? Most stable: P; least stable: Q.

P:
ORCA calculation (ωB97M-V/def2-TZVPD) on a 2-piece molecular cluster, C3H7O2 overall.

```
! RIJCOSX wB97M-V def2-TZVPD def2/J DEFGRID3
* xyz -1 1
C -0.466 -0.734 -1.723
O -0.223 -1.775 -0.794
H 0.375 -0.045 -1.764
H -0.606 -1.224 -2.687
H -1.355 -0.176 -1.443
O 0.072 1.825 0.143
C 0.623 1.059 0.978
C 0.080 0.049 1.747
H 1.722 1.198 1.113
H -0.978 -0.027 1.979
H 0.743 -0.467 2.438
H -0.087 -1.374 0.082
*
```

The calculation puts the lowest unoccupied orbital energy at 4.38 eV. The calculation puts the HOMO energy at -2.65 eV. Its gap between HOMO and LUMO is 7.03 eV.

Q:
ORCA calculation (ωB97M-V/def2-TZVPD) on an isolated ion of composition C3H7O2 and charge -1.

```
! RIJCOSX wB97M-V def2-TZVPD def2/J DEFGRID3
* xyz -1 1
C 0.111 -0.088 -0.357
C 0.507 -0.967 0.805
O 1.952 -0.965 0.988
C -1.196 0.739 -0.249
O -1.560 1.377 -1.365
H 0.174 -0.612 -1.316
H 0.873 0.696 -0.575
H 0.019 -0.721 1.747
H 0.271 -2.006 0.573
H 2.214 -0.093 0.692
H -1.983 -0.026 0.040
H -1.114 1.295 0.727
*
```

As for the SMILES: [O-]CCCO. The calculation puts the lowest unoccupied orbital energy at 4.00 eV. The calculation puts the HOMO energy at -2.22 eV. Its gap between HOMO and LUMO is 6.22 eV.

Which of them is most stable, and which least? Most stable: P; least stable: Q.

P:
ORCA calculation (ωB97M-V/def2-TZVPD) on a 3-piece molecular cluster, C3H7O2 overall.

```
! RIJCOSX wB97M-V def2-TZVPD def2/J DEFGRID3
* xyz -1 1
C -1.029 -1.485 0.530
O -2.057 -0.955 0.884
H -0.123 -0.811 0.620
H -1.040 -2.225 -0.272
H -4.330 -0.889 3.296
C 2.592 1.879 -1.677
C 1.813 0.766 -1.364
O 0.852 0.787 -0.556
H 3.322 1.807 -2.492
H 2.270 2.876 -1.288
H 2.261 -0.350 -1.470
H -4.532 -1.402 3.788
*
```

The calculation puts the lowest unoccupied orbital energy at 3.96 eV. The calculation puts the HOMO energy at -2.26 eV. Its gap between HOMO and LUMO is 6.22 eV.

Q:
ORCA calculation (ωB97M-V/def2-TZVPD) on an isolated ion of composition C3H7O2 and charge -1.

```
! RIJCOSX wB97M-V def2-TZVPD def2/J DEFGRID3
* xyz -1 1
C 0.626 -0.308 0.056
O -0.647 -0.441 -0.512
C 0.584 -0.680 1.513
H 0.920 0.738 -0.124
H 1.345 -0.933 -0.505
H 1.497 -0.426 2.065
H 0.418 -1.749 1.677
H -0.246 -0.143 1.978
O -0.486 1.930 -1.081
C -1.053 0.835 -1.413
H -2.148 0.769 -1.238
H -0.809 0.408 -2.415
*
```

As for the SMILES: CCOC[O-]. The calculation puts the lowest unoccupied orbital energy at 4.51 eV. The calculation puts the HOMO energy at -2.79 eV. Its gap between HOMO and LUMO is 7.30 eV.

Which of them is most stable, and which least? Most stable: Q; least stable: P.